ORCA calculation (the ωB97M-V functional and the def2-TZVPD basis) on one molecule with the formula C18H23N3O4.

Structure (ORCA input):
```
! wB97M-V def2-TZVPD RIJCOSX def2/J DEFGRID3
* xyz 0 1
C -7.078 -0.683 0.442
C -5.630 -0.628 0.060
C -4.659 -0.304 0.996
C -3.320 -0.274 0.641
C -2.926 -0.559 -0.668
C -3.896 -0.894 -1.603
C -5.229 -0.928 -1.237
H -5.973 -1.189 -1.974
H -3.585 -1.130 -2.607
O -1.615 -0.575 -1.023
C -0.713 0.198 -0.247
C -0.667 1.651 -0.783
H -1.370 2.284 -0.233
C 0.712 2.309 -0.747
O 1.167 2.885 -1.715
N 1.337 2.239 0.442
H 0.946 1.661 1.181
C 2.696 2.687 0.629
H 2.971 3.272 -0.252
C 3.639 1.494 0.800
H 3.235 0.845 1.581
H 4.622 1.845 1.117
C 3.747 0.689 -0.502
N 4.106 -0.685 -0.273
C 3.194 -1.673 -0.179
O 2.001 -1.546 -0.359
C 3.929 -2.950 0.198
H 3.731 -3.150 1.253
C 5.399 -2.618 -0.053
H 5.679 -2.914 -1.064
H 6.070 -3.110 0.649
C 5.448 -1.092 0.074
H 5.691 -0.782 1.099
H 6.171 -0.633 -0.605
H 3.564 -3.796 -0.381
H 4.476 1.145 -1.177
H 2.774 0.674 -0.999
H 2.743 3.326 1.515
H -0.980 1.628 -1.828
C -1.033 0.236 1.241
O -0.195 0.518 2.082
N -2.320 0.021 1.573
H -2.575 0.095 2.550
H 0.260 -0.292 -0.384
H -4.937 -0.078 2.016
H -7.696 -0.230 -0.331
H -7.396 -1.719 0.558
H -7.254 -0.165 1.381
*
```

Values from the calculation:
E_HOMO (eV): -8.20
SMILES string: Cc1ccc2c(c1)NC(=O)[C@H](CC(=O)NCCCN1CCCC1=O)O2
Relative energy (zero: lowest compared OMol25 entry of this formula, charge and spin) (kcal/mol): 7.3
Orbital gap (eV): 8.97